C4H12 | the ωB97M-V functional and the def2-TZVPD basis

Last column: Löwdin charge in e.
CARTESIAN COORDINATES (ANGSTROEM)
C -1.3566 -1.8303 1.6641  -0.142
C -2.0001 -0.6908 0.9441  -0.132
H -1.9972 -2.4478 2.3085  0.099
H -0.9565 -2.5520 0.9310  0.090
H -0.5233 -1.4875 2.2852  0.077
H -2.8845 -0.9875 0.3718  0.092
H -1.3176 -0.3923 0.1126  0.080
H -2.0830 0.2249 1.5385  0.086
C 1.2942 1.6148 -0.7181  -0.026
C 1.9886 0.9134 -1.8299  -0.045
H 0.3322 1.9456 -1.2315  0.187
H 1.1856 0.9941 0.1694  0.097
H 1.5909 2.6156 -0.3546  0.142
H 2.9448 0.5093 -1.4023  0.161
H 2.2707 1.5938 -2.6238  0.101
H 1.5116 -0.0233 -2.1651  0.133

Properties
Net charge: +1
Multiplicity: 2
HOMO energy (alpha / beta), eV: -15.7 / -14.6
<S²>: 0.753
Energy, Eh: -159.150444
Orbital gap (alpha / beta), eV: 12.54 / 3.22
LUMO level (alpha / beta), eV: -3.147 / -11.397
Energy relative to the best compared isomer or geometry (same formula, charge and spin), kcal/mol: 12.2